Entry 1:
# C64H168N16O21

A 14-piece molecular cluster, C64H168N16O21 overall in a non-equilibrium geometry (ωB97M-V/def2-TZVPD, OMol25).

The calculation puts the HOMO-LUMO gap at 8.4 eV. The calculation puts the highest occupied orbital energy at -8.4 eV. The net charge is 0. The energy above the lowest of the compared OMol25 structures with the same formula, charge and spin comes out at 0.000 eV.

```
269
Properties=species:S:1:pos:R:3:mulliken_charge:R:1
C 2.30583 -4.16236 7.09354 0.69
O 3.08134 -5.03995 6.72055 -0.72
N 2.46149 -3.54325 8.21221 -0.29
N 1.21173 -3.90581 6.43279 -0.37
H 1.91715 -2.76283 8.55093 0.13
H 3.32195 -3.82494 8.65984 0.18
H 0.59672 -3.16661 6.74174 0.17
H 1.19990 -4.36700 5.53431 0.20
C -5.07656 2.60736 1.97505 0.71
O -5.54669 3.49066 2.69512 -0.69
N -5.77317 1.62581 1.44497 -0.38
N -3.84990 2.61312 1.62745 -0.32
H -5.23418 0.94376 0.93078 0.15
H -6.77883 1.60830 1.53690 0.21
H -3.51774 1.98760 0.90739 0.13
H -3.19977 3.22085 2.10503 0.19
C 8.26812 -4.76289 1.82785 -0.70
O 8.74695 -4.10276 3.03873 -0.35
C 8.19827 -4.71487 4.24803 -0.37
C 8.04299 -3.70944 5.36090 -0.72
N 7.80857 -4.40085 6.62368 -0.33
C 7.88643 -3.52076 7.75641 -0.74
C 7.77802 -4.37897 9.08728 -0.61
O 6.48064 -4.97729 9.30046 -0.27
C 6.37790 -5.73502 10.51961 -0.82
H 8.89015 -4.38762 1.01523 0.25
H 7.23964 -4.45638 1.63713 0.30
H 8.33573 -5.85074 1.81664 0.31
H 8.72718 -5.64489 4.45645 0.31
H 7.19852 -5.03468 3.95424 0.29
H 7.27473 -2.95486 5.19208 0.29
H 8.93397 -3.08315 5.40576 0.41
H 6.83743 -4.67252 6.68031 0.26
H 7.11870 -2.74891 7.70208 0.36
H 8.85037 -3.01216 7.77186 0.42
H 8.06411 -3.65672 9.85187 0.40
H 8.57185 -5.12265 9.15704 0.41
H 7.06377 -5.43826 11.31310 0.34
H 6.68408 -6.75826 10.30206 0.32
H 5.36446 -5.83197 10.90904 0.24
C -0.76639 13.43324 8.91331 -0.74
O -1.19519 12.09012 9.32377 -0.32
C -2.56920 11.96987 9.67084 -0.61
C -2.76860 10.44009 9.77790 -0.63
N -2.74708 9.84606 8.44469 -0.36
C -2.83668 8.37902 8.51844 -0.61
C -2.57321 7.72923 7.16532 -0.70
O -1.13522 7.63792 6.90366 -0.33
C -0.73747 7.43216 5.59518 -0.77
H -1.13085 14.18671 9.61157 0.30
H -1.14060 13.73661 7.93553 0.30
H 0.32158 13.44825 8.84866 0.25
H -3.22111 12.54473 9.01308 0.39
H -2.69029 12.40630 10.66229 0.39
H -3.75182 10.19453 10.17921 0.41
H -1.97595 10.10738 10.44806 0.31
H -1.86768 10.12697 8.03501 0.26
H -3.85889 8.09830 8.77218 0.33
H -2.17962 7.97134 9.28666 0.35
H -3.06667 8.26147 6.35211 0.36
H -3.04986 6.77164 6.95571 0.55
H -0.79892 6.37069 5.35513 0.29
H 0.27513 7.69619 5.29018 0.28
H -1.25681 8.02784 4.84447 0.31
C 4.42284 -5.27216 -5.02557 -0.77
O 5.52193 -4.70227 -4.37559 -0.36
C 6.36680 -3.97690 -5.29046 -0.43
C 5.68641 -2.78721 -6.09709 -0.96
N 5.22630 -1.65408 -5.32470 -0.23
C 6.25714 -0.70870 -4.94566 -0.20
C 5.67457 0.49710 -4.16597 -0.88
O 5.17253 0.18952 -2.86358 -0.19
C 6.11527 0.48136 -1.82932 -0.84
H 4.05528 -6.09683 -4.41490 0.27
H 4.78369 -5.78567 -5.91675 0.36
H 3.56494 -4.64453 -5.26681 0.26
H 6.85450 -4.69814 -5.94624 0.40
H 7.14755 -3.59393 -4.63332 0.29
H 4.83516 -3.03007 -6.73310 0.41
H 6.30150 -2.35700 -6.88746 0.45
H 4.66864 -2.02840 -4.57037 0.26
H 6.71622 -0.25467 -5.82385 0.29
H 6.94155 -1.24985 -4.29234 0.18
H 4.85978 0.98857 -4.69764 0.34
H 6.36860 1.33758 -4.16304 0.45
H 6.58584 1.46168 -1.75435 0.32
H 6.82842 -0.34177 -1.87391 0.31
H 5.67200 0.34421 -0.84301 0.26
C 4.23175 -0.04126 12.97770 -0.73
O 3.64439 0.52232 11.85432 -0.31
C 2.26107 0.26596 11.65333 -0.48
C 1.94517 0.82422 10.23439 -0.65
N 0.65135 0.33695 9.87667 -0.13
C 0.28751 0.82319 8.53961 -0.76
C -1.21104 0.54504 8.17858 -0.59
O -1.45828 -0.81394 7.82141 -0.23
C -2.72338 -1.08892 7.31972 -0.81
H 4.50789 -1.07802 12.78540 0.26
H 3.53347 0.06034 13.80846 0.30
H 5.10808 0.48196 13.36034 0.26
H 1.71839 0.73212 12.47570 0.32
H 2.20298 -0.82162 11.69693 0.37
H 2.69607 0.47094 9.52768 0.27
H 2.04267 1.90870 10.28440 0.31
H -0.07522 0.43121 10.57188 0.23
H 0.97175 0.55101 7.73597 0.36
H 0.44360 1.90185 8.55433 0.40
H -1.40621 1.15799 7.29864 0.36
H -1.91355 0.81368 8.96751 0.36
H -2.85153 -2.14299 7.07355 0.25
H -2.94432 -0.54203 6.40310 0.34
H -3.48555 -0.65030 7.96379 0.32
C -4.13168 12.48079 -4.20302 -0.71
O -3.48111 11.68921 -5.11621 -0.33
C -4.10652 10.46536 -5.58691 -0.47
C -3.95928 9.31555 -4.50366 -0.42
N -4.78985 8.11053 -4.71763 -0.43
C -4.59277 7.10310 -3.60517 -0.59
C -5.33064 5.81719 -3.90488 -0.66
O -4.99666 5.30871 -5.25351 -0.26
C -5.91402 4.26605 -5.67254 -0.80
H -3.44286 13.26095 -3.87903 0.27
H -4.54903 12.08406 -3.27753 0.29
H -5.05057 12.85053 -4.65802 0.30
H -3.63334 10.25648 -6.54638 0.23
H -5.16183 10.64177 -5.79501 0.36
H -4.24561 9.70844 -3.52808 0.34
H -2.90937 9.02299 -4.48938 0.23
H -4.41693 7.61027 -5.51185 0.27
H -5.07263 7.44612 -2.68856 0.38
H -3.55334 6.77626 -3.57599 0.32
H -6.40073 6.02224 -3.87347 0.42
H -5.09659 5.01820 -3.20134 0.42
H -6.82605 4.72441 -6.05491 0.31
H -6.14221 3.53551 -4.89642 0.31
H -5.51590 3.70077 -6.51518 0.24
C 1.85773 -4.33572 0.08359 -0.78
O 0.87842 -3.53289 0.51901 -0.35
C 0.02743 -3.09203 -0.50170 -0.15
C -0.95144 -2.03672 0.02338 -0.96
N -1.64316 -1.24498 -0.99157 -0.32
C -0.82575 -0.83356 -2.15917 -0.98
C 0.31578 0.07081 -1.76541 -0.24
O -0.08458 1.39841 -1.36125 -0.31
C 0.94354 2.30412 -1.04547 -0.74
H 2.54605 -3.75517 -0.53064 0.28
H 1.59809 -5.24733 -0.45461 0.30
H 2.51434 -4.46119 0.94453 0.31
H -0.50358 -3.95657 -0.90008 0.37
H 0.65760 -2.66423 -1.28142 0.23
H -0.32059 -1.38277 0.62544 0.31
H -1.69702 -2.40326 0.72896 0.44
H -2.43003 -1.76407 -1.35419 0.27
H -1.61798 -0.32763 -2.71097 0.46
H -0.54501 -1.73335 -2.70658 0.42
H 0.99439 0.04165 -2.61790 0.35
H 0.90820 -0.45620 -1.01747 0.27
H 1.45966 1.78812 -0.23586 0.33
H 0.46326 3.19537 -0.64161 0.24
H 1.68372 2.58460 -1.79485 0.28
C -5.18883 -9.62164 1.37928 -0.72
O -4.38508 -9.82426 0.18980 -0.20
C -4.46315 -8.72229 -0.70627 -0.95
C -3.89376 -9.05283 -2.09119 -0.27
N -2.45360 -9.25071 -1.91953 -0.40
C -1.87129 -10.42510 -2.61961 -0.59
C -1.94193 -10.29575 -4.15413 -0.59
O -3.22500 -10.23608 -4.72696 -0.34
C -3.81244 -11.53592 -4.80075 -0.78
H -6.22831 -9.51631 1.06868 0.31
H -4.97874 -8.68591 1.89732 0.31
H -4.87008 -10.51365 1.91856 0.16
H -3.87861 -7.87745 -0.34205 0.39
H -5.50244 -8.43044 -0.85731 0.48
H -4.06746 -8.21732 -2.76930 0.33
H -4.39336 -9.90857 -2.54527 0.18
H -2.20764 -9.21521 -0.94058 0.27
H -2.41348 -11.28858 -2.23420 0.33
H -0.83612 -10.68273 -2.39560 0.42
H -1.45891 -11.19324 -4.54053 0.38
H -1.28936 -9.51030 -4.53535 0.39
H -4.81585 -11.37649 -5.19553 0.25
H -3.88250 -11.98921 -3.81195 0.32
H -3.41288 -12.28430 -5.48512 0.32
C -5.03042 -4.03954 -8.13266 -1.34
C -4.64594 -3.98943 -6.62650 0.37
C -5.95066 -4.00491 -5.90533 -0.82
O -5.72971 -3.70907 -4.53925 -0.25
C -6.92721 -3.70283 -3.70594 -0.78
N -3.53308 -4.85801 -6.35095 -0.61
H -4.28420 -3.63603 -8.81708 0.32
H -5.88715 -3.38363 -8.28730 0.40
H -5.32146 -4.98894 -8.58215 0.34
H -4.26956 -2.96737 -6.58370 0.26
H -6.46456 -4.96577 -5.93291 0.37
H -6.57234 -3.16863 -6.22512 0.37
H -7.39180 -4.68849 -3.73310 0.31
H -7.61954 -2.92396 -4.02553 0.30
H -6.73326 -3.44563 -2.66462 0.25
H -3.88235 -5.80550 -6.37034 0.24
H -3.10538 -4.70433 -5.44897 0.28
C -1.16400 -15.51494 3.07232 -1.41
C -1.75479 -14.11655 3.07372 0.66
C -0.67552 -13.05116 3.21893 -0.95
O -1.20257 -11.69471 3.32439 -0.27
C -0.24872 -10.62665 3.55008 -0.75
N -2.43134 -13.75580 1.82355 -0.76
H -0.32025 -15.50718 2.38230 0.32
H -1.77450 -16.35155 2.73252 0.36
H -0.82410 -15.78565 4.07196 0.35
H -2.40325 -14.03444 3.94599 0.27
H 0.06291 -13.18139 2.42781 0.38
H -0.15285 -13.26283 4.15172 0.42
H 0.41594 -10.62018 2.68620 0.31
H 0.41420 -10.80096 4.39758 0.30
H -0.80738 -9.70704 3.72419 0.23
H -3.37654 -14.08283 1.96407 0.26
H -2.54298 -12.75200 1.82148 0.28
C 1.61003 6.24316 -7.80105 -1.47
C 0.12640 6.28942 -7.51877 0.61
C -0.71885 6.68005 -8.77127 -0.77
O -2.07969 6.78354 -8.44070 -0.17
C -2.76942 7.40355 -9.45550 -0.89
N -0.24381 5.02503 -6.85122 -0.79
H 2.15942 5.93602 -6.91115 0.36
H 2.04041 7.19425 -8.11455 0.37
H 1.75996 5.53373 -8.61489 0.33
H -0.03919 7.00197 -6.71070 0.21
H -0.52622 6.02539 -9.62122 0.40
H -0.33176 7.66556 -9.03021 0.34
H -2.54892 8.46298 -9.58631 0.33
H -3.83317 7.28601 -9.24882 0.25
H -2.68527 6.83001 -10.37857 0.37
H 0.12071 4.93719 -5.91340 0.26
H -1.24144 5.10773 -6.71708 0.26
C 0.35623 -0.41753 -9.82151 -1.51
C 0.47983 -0.37656 -11.32259 0.40
C 0.65517 1.05561 -11.97414 -0.58
O 0.44115 1.11943 -13.40460 -0.36
C 1.43474 0.61718 -14.21808 -0.66
N 1.61614 -1.30150 -11.57955 -0.67
H 0.18141 -1.39030 -9.36192 0.41
H -0.54759 0.12206 -9.53850 0.36
H 1.19829 0.10549 -9.36821 0.40
H -0.34757 -0.91496 -11.78481 0.27
H 1.55781 1.59479 -11.68668 0.35
H -0.21252 1.53530 -11.52127 0.24
H 1.64626 -0.41567 -13.94133 0.32
H 2.39165 1.12847 -14.11321 0.26
H 1.06244 0.62722 -15.24247 0.24
H 2.29197 -0.93259 -10.92590 0.27
H 1.47376 -2.23982 -11.23402 0.26
C 0.45221 11.88095 0.08154 -1.23
C 0.71067 11.15912 1.47539 0.42
C 2.16912 10.78160 1.66422 -0.64
O 2.51572 9.72617 0.77466 -0.30
C 3.80534 9.20985 1.02346 -0.75
N 0.19250 12.03660 2.55812 -0.70
H -0.60109 12.15417 0.01815 0.34
H 0.49306 11.11829 -0.69614 0.35
H 1.05839 12.70202 -0.30121 0.28
H 0.23045 10.18060 1.47565 0.17
H 2.36404 10.38741 2.66158 0.38
H 2.74089 11.68134 1.43693 0.32
H 3.81940 8.64318 1.95448 0.30
H 4.59824 9.95714 0.99288 0.29
H 4.02187 8.42832 0.29517 0.27
H 0.51694 11.70970 3.45698 0.25
H -0.81540 11.99164 2.60538 0.26
```

=====

Entry 2:
# C64H54CdO3P2S5

C64H54CdO3P2S5 as an isolated structure in a non-equilibrium geometry (ωB97M-V/def2-TZVPD, OMol25).

The calculation puts the HOMO-LUMO gap at 3.0 eV. The calculation puts the highest occupied orbital energy at 0.3 eV. The net charge is -2. The energy above the lowest of the compared OMol25 structures with the same formula, charge and spin comes out at 4.607 eV.

```
129
Properties=species:S:1:pos:R:3:mulliken_charge:R:1
Cd 0.63180 1.17140 -0.63730 4.61
O -1.24820 1.55930 0.78080 -0.72
S -1.92110 0.45300 1.48750 -0.18
C -0.78130 -0.92880 1.64620 -0.40
C -1.27070 -2.25700 1.38120 -0.11
C -0.61620 -3.41870 2.03660 -0.63
C 0.49470 -3.14160 2.90850 -1.46
C 0.99910 -1.87320 3.00580 0.45
C 0.37290 -0.74900 2.42910 0.25
P 1.05400 0.94570 2.53750 -0.03
C 1.05020 1.30510 4.34540 0.05
C 0.47910 0.52360 5.34170 -0.36
C 0.59910 0.88990 6.67240 -0.76
C 1.25090 2.06050 7.02170 -0.47
C 1.77870 2.87330 6.02830 -0.67
C 1.68490 2.49550 4.70590 -0.29
C 2.89640 0.79570 2.49620 1.00
C 3.56080 1.49000 1.48790 -0.98
C 4.94590 1.52820 1.44940 -0.01
C 5.68620 0.86510 2.41550 -0.73
C 5.03470 0.19150 3.43640 -0.67
C 3.65280 0.17410 3.48790 -0.66
C -3.17150 -0.18670 0.33020 0.69
C -4.31270 -0.69290 0.94140 -0.02
C -5.40060 -1.07020 0.17950 -0.85
C -5.37480 -0.83580 -1.18720 -0.85
C -4.24950 -0.29380 -1.77700 -0.47
C -3.10050 -0.00640 -1.04310 -0.39
P -1.51440 0.44430 -1.95700 0.10
C -2.07380 2.26670 -2.15240 1.46
C -1.10850 3.11670 -2.69950 -0.49
C -1.34660 4.46020 -2.90810 -0.98
C -2.57570 5.00230 -2.56150 -0.68
C -3.54210 4.18630 -2.00020 -0.85
C -3.29340 2.83660 -1.79840 -0.93
C -1.05320 0.29590 -3.70560 0.23
C -1.56830 0.94630 -4.79890 0.08
C -1.20300 0.58790 -6.09360 -1.21
C -0.27790 -0.46080 -6.28700 -0.97
C 0.27870 -1.12450 -5.24800 -0.80
C -0.06020 -0.81530 -3.83680 1.42
H -2.31790 -2.35630 1.12420 0.75
H -1.22420 -4.29230 2.25390 0.58
H 0.95570 -3.96600 3.43390 0.34
H 1.87670 -1.73400 3.61750 0.30
H -0.04920 -0.38310 5.07760 0.28
H 0.18900 0.25230 7.44630 0.40
H 1.34730 2.33940 8.06330 0.36
H 2.26720 3.80240 6.29120 0.39
H 2.10920 3.11450 3.92490 0.44
H 2.98360 2.01190 0.73030 0.25
H 5.44360 2.08220 0.66170 0.50
H 6.76820 0.88740 2.38460 0.36
H 5.60790 -0.31470 4.20380 0.41
H 3.16240 -0.30040 4.32580 0.36
H -4.32740 -0.78560 2.02030 0.45
H -6.27290 -1.51340 0.64050 0.36
H -6.23750 -1.08950 -1.79090 0.41
H -4.25430 -0.07430 -2.83340 0.84
H -0.14760 2.69970 -2.99290 0.61
H -0.57860 5.08760 -3.34570 0.44
H -2.77640 6.05530 -2.72880 0.33
H -4.50820 4.60250 -1.72630 0.36
H -4.07570 2.23000 -1.35430 0.21
H -2.28950 1.74450 -4.64910 0.32
H -1.63950 1.09130 -6.94810 0.25
H 0.00470 -0.72680 -7.30160 0.34
H 1.01060 -1.90320 -5.42540 0.34
H 0.86430 -0.54800 -3.28430 -1.06
S 2.74070 1.17440 -2.11010 -0.23
C 2.91140 2.89100 -2.35650 0.10
C 3.78500 3.28090 -3.36900 -0.70
C 3.96770 4.60440 -3.71450 -0.67
C 3.24290 5.58470 -3.05350 -0.58
C 2.39760 5.22350 -2.02230 -0.68
C 2.23160 3.89530 -1.62690 0.02
S 1.22920 3.60730 -0.23190 -0.66
H 4.32710 2.49990 -3.88340 0.42
H 4.66370 4.86690 -4.50400 0.34
H 3.34580 6.63000 -3.32770 0.33
H 1.83570 5.97620 -1.48380 0.42
O 2.00320 -0.94690 0.13360 -1.27
S 2.25600 -2.15690 -0.64910 0.71
C 3.97060 -2.01690 -1.26780 1.18
C 4.76030 -0.94520 -0.90640 -0.01
C 6.05320 -0.85610 -1.39300 -0.89
C 6.55280 -1.84000 -2.22770 -0.68
C 5.75570 -2.91830 -2.58420 -0.89
C 4.46120 -3.00580 -2.10170 -0.67
C 2.87510 -3.38200 0.54890 0.46
C 3.60700 -2.93820 1.63310 -0.47
C 4.07190 -3.85060 2.56340 -0.32
C 3.79750 -5.19910 2.40310 -0.96
C 3.06540 -5.63640 1.31060 -0.50
C 2.60310 -4.72570 0.37540 -0.13
H 4.35010 -0.18410 -0.26520 0.30
H 6.67060 -0.01350 -1.11910 0.49
H 7.56410 -1.76880 -2.60940 0.36
H 6.14430 -3.69030 -3.23690 0.43
H 3.83160 -3.84210 -2.36570 0.36
H 3.77950 -1.87910 1.74360 0.01
H 4.64050 -3.50950 3.41830 0.48
H 4.15300 -5.90720 3.14100 0.34
H 2.83900 -6.68790 1.20070 0.45
H 2.00700 -5.04500 -0.46530 0.13
S -0.30830 -3.34210 0.18530 -0.02
C -1.72460 -5.69210 -7.38270 -1.59
C -1.53790 -4.83330 -6.16210 0.73
C -2.48070 -3.89620 -5.78390 -1.02
C -2.27820 -3.03700 -4.71330 1.00
C -3.35410 -2.05230 -4.39550 -0.48
C -1.10370 -3.10590 -3.95570 -0.71
C -0.66890 -2.02880 -2.97210 1.61
O -1.59710 -1.47980 -2.11880 -0.42
C -0.19280 -4.12890 -4.26830 1.08
C 1.03300 -4.39190 -3.43940 -0.72
C -0.41250 -4.95430 -5.36310 -1.02
H -2.53680 -5.31840 -8.00300 0.37
H -1.95980 -6.72040 -7.10530 0.29
H -0.81690 -5.70890 -7.98520 0.34
H -3.39570 -3.79980 -6.35510 0.24
H -4.17040 -2.11520 -5.11680 0.32
H -2.93580 -1.04990 -4.40450 -0.40
H -3.73560 -2.24680 -3.39540 0.17
H 0.13960 -2.45650 -2.36100 -1.09
H 0.74220 -4.57660 -2.40500 0.08
H 1.71460 -3.54440 -3.45130 0.01
H 1.55450 -5.26630 -3.82670 0.29
H 0.33310 -5.69810 -5.61660 0.31
```

=====

| no. | LUMO (eV) |
| --- | --- |
| 1 | 0.05 |
| 2 | 3.35 |